H10O4S | ωB97M-V with the def2-TZVPD basis set

Values from the calculation:
LUMO level   0.19 eV
Electronic energy   -19187.067 eV
Structure (SMILES)   O.O.O.O.S
E_HOMO   -10.25 eV
2S+1   1
Energy relative to the best compared isomer or geometry (same formula, charge and spin)   22.16 kcal/mol

Structure (XYZ):
```
15
H10O4S (ωB97M-V with the def2-TZVPD basis set)
S 1.18 2.33 -0.59
O 0.67 -1.64 -2.91
O -1.75 2.28 1.80
O -1.10 -3.16 0.31
O 0.93 -0.48 2.51
H -0.42 -3.39 0.95
H 0.45 -0.35 1.68
H 0.62 -1.21 -3.77
H 1.86 2.83 -1.63
H -0.08 -2.24 -2.86
H -1.53 2.13 0.88
H 1.31 0.38 2.69
H -1.05 -2.21 0.25
H 0.45 1.56 -1.41
H -1.53 3.16 2.09
```

***

H5NO2Si | ωB97M-V with the def2-TZVPD basis set

Values from the calculation:
LUMO level (alpha / beta)   -0.23 / -0.19 eV
Electronic energy   -13542.799 eV
E_HOMO (alpha / beta)   -7.62 / -8.51 eV
2S+1   1
Energy relative to the best compared isomer or geometry (same formula, charge and spin)   101.96 kcal/mol

Structure (XYZ):
```
9
H5NO2Si (ωB97M-V with the def2-TZVPD basis set)
Si 1.13 -0.05 -0.43
O 0.76 -0.83 -1.79
O 0.66 1.50 -0.49
N -1.26 -0.14 1.25
H -0.01 -0.51 -2.25
H 0.01 2.12 0.02
H -0.78 -0.53 2.07
H -1.68 -1.06 0.78
H 2.51 -0.22 0.09
```